*i*
C9H19N2Si | wB97M-V/def2-TZVPD

XYZ file:
```
31
Properties=species:S:1:pos:R:3:lowdin_charge:R:1
C 4.204 0.578 -1.339 -0.215
Si 3.256 0.118 0.253 0.805
C 3.419 -1.717 0.816 -0.200
C 1.151 0.060 -0.420 -0.250
N 0.704 0.464 -1.580 0.066
C -0.689 0.512 -1.640 0.048
C -1.027 0.158 -0.358 -0.194
C -2.352 0.154 0.307 -0.565
C -3.586 0.073 -0.635 -0.046
C -2.572 1.348 1.186 -0.044
C -2.503 -1.188 1.084 -0.064
N 0.118 -0.112 0.380 0.156
H 4.256 0.265 -2.344 0.020
H 4.031 1.657 -1.439 0.023
H 5.259 0.740 -1.003 0.047
H 3.091 1.123 1.250 -0.026
H 3.154 -2.364 0.033 0.012
H 4.304 -1.900 1.325 -0.006
H 2.652 -1.944 1.662 0.069
H 1.259 0.974 -2.299 0.186
H -1.248 0.996 -2.430 0.143
H -4.451 0.054 0.060 0.106
H -3.687 0.936 -1.352 0.104
H -3.442 -0.897 -1.147 0.095
H -3.085 1.098 2.124 0.089
H -1.554 1.869 1.551 0.130
H -3.206 2.004 0.536 0.095
H -3.358 -1.240 1.680 0.061
H -2.520 -2.016 0.416 0.075
H -1.904 -1.588 1.958 0.106
H 0.327 -0.214 1.365 0.173
```

As for the total charge: +1. For the orbital gap, the calculation gives 0.389 Ha. Its structure (SMILES) is C[SiH](C)c1[nH]cc(C(C)(C)C)[nH+]1. The value obtained for the lowest unoccupied orbital energy is -2.57 eV.

---

*ii*
C9H19N2Si | wB97M-V/def2-TZVPD

XYZ file:
```
31
Properties=species:S:1:pos:R:3:lowdin_charge:R:1
C 3.412 0.499 2.169 -0.210
Si 3.299 0.487 0.257 0.726
C 2.711 2.119 -0.496 -0.219
C 1.619 -0.563 -0.495 -0.182
N 1.148 -1.253 -1.597 0.077
C -0.187 -1.125 -1.789 0.017
C -0.661 -0.669 -0.553 -0.176
C -2.063 -0.704 -0.042 -0.464
C -2.905 0.198 -1.032 -0.033
C -2.226 -0.037 1.446 0.025
C -2.651 -2.125 -0.068 -0.033
N 0.441 -0.247 0.151 0.108
H 2.532 0.993 2.601 0.028
H 3.563 -0.416 2.677 0.009
H 4.304 1.076 2.504 0.054
H 4.451 -0.216 -0.360 -0.016
H 1.875 2.541 0.180 0.074
H 3.536 2.879 -0.595 0.054
H 2.458 1.704 -1.460 0.007
H 1.741 -1.583 -2.335 0.164
H -0.587 -1.675 -2.562 0.119
H -3.839 0.497 -0.631 0.067
H -2.369 1.108 -1.085 0.068
H -3.039 -0.432 -2.000 0.126
H -1.356 0.332 1.826 0.016
H -2.779 0.880 1.323 0.077
H -2.778 -0.779 2.018 0.092
H -3.712 -2.236 0.136 0.103
H -2.338 -2.659 -0.970 0.090
H -2.204 -2.526 0.759 0.049
H 0.501 -0.042 1.195 0.182
```

As for the total charge: +1. For the orbital gap, the calculation gives 0.372 Ha. Its structure (SMILES) is C[SiH](C)c1[nH]cc(C(C)(C)C)[nH+]1. The value obtained for the lowest unoccupied orbital energy is -2.78 eV.

---

Quick one: most stable of them? *ii*

---

*i*
C4H6INS | wB97M-V/def2-TZVPD

XYZ file:
```
13
Properties=species:S:1:pos:R:3:lowdin_charge:R:1
C -0.566 0.138 -0.931 -0.331
C -0.786 0.994 1.527 -1.143
C 1.642 -1.074 -0.204 -0.098
C 0.091 -0.812 -0.163 -0.149
N -1.838 0.486 -0.572 -0.379
S -1.895 1.740 0.619 0.814
I 0.120 1.818 3.105 0.780
H -0.153 0.414 -1.934 0.124
H 2.235 -0.077 -0.403 0.104
H 1.991 -1.621 0.701 0.068
H 1.891 -1.719 -1.038 0.045
H -0.390 -1.274 0.673 0.069
H -2.340 0.988 -1.378 0.096
```

For the orbital gap, the calculation gives 0.276 Ha. The value obtained for the lowest unoccupied orbital energy is -0.20 eV.

---

*ii*
C4H6INS | wB97M-V/def2-TZVPD

XYZ file:
```
13
Properties=species:S:1:pos:R:3:lowdin_charge:R:1
C 0.207 -1.966 1.027 -0.101
C -1.002 -1.082 1.103 -0.337
N -1.153 -0.214 0.155 -0.536
I -2.611 1.115 -0.071 0.751
H 1.113 -1.634 1.561 0.071
H 0.784 -1.911 0.023 0.101
H 0.098 -3.053 1.106 0.066
H -1.698 -1.182 1.855 0.062
C 0.596 1.885 -1.883 -0.116
C 1.287 2.094 -0.784 -0.780
S 1.890 2.208 0.658 0.709
H -0.396 2.494 -2.120 0.094
H 0.885 1.247 -2.630 0.018
```

For the orbital gap, the calculation gives 0.308 Ha. Its structure (SMILES) is C/C=N/I.C=C=S. The value obtained for the lowest unoccupied orbital energy is -0.04 eV.

---

Quick one: most stable of them? *ii*

---

*i*
C14H14BiI2N4O4STe | wB97M-V/def2-TZVPD

XYZ file:
```
41
Properties=species:S:1:pos:R:3:lowdin_charge:R:1
Bi 1.102 1.461 -1.472 1.695
I -1.582 -4.533 2.915 0.778
C -0.367 -2.999 2.183 -0.775
C 0.789 -3.304 1.481 -0.261
C 1.562 -2.285 0.962 -0.649
I 3.271 -2.740 -0.145 0.856
C 1.238 -0.907 1.109 -0.525
O 1.949 0.041 0.648 -0.276
C 0.002 -0.654 1.786 -0.173
C -0.484 0.763 1.760 -0.143
N -0.865 1.162 0.393 -0.113
C -1.919 0.339 -0.174 -0.142
C -1.346 -0.861 -0.889 -0.256
C -1.855 -2.144 -0.751 -0.020
C -1.271 -3.177 -1.463 -0.050
C -0.213 -2.899 -2.317 -0.058
C 0.226 -1.592 -2.411 -0.138
N -0.323 -0.605 -1.704 -0.001
C -0.757 -1.671 2.324 -0.149
H 1.085 -4.334 1.331 0.074
H 0.296 1.452 2.084 0.111
H -1.341 0.871 2.438 0.124
H -1.123 2.151 0.404 0.039
H -2.460 0.937 -0.912 0.137
H -2.643 0.001 0.579 0.123
H -2.669 -2.328 -0.063 0.115
H -1.629 -4.191 -1.340 0.111
H 0.278 -3.675 -2.886 0.105
H 1.037 -1.308 -3.071 0.105
H -1.684 -1.426 2.831 0.097
O 0.888 1.176 -3.597 -0.752
N 0.761 2.334 -4.357 -0.656
Te 1.568 3.814 -3.429 0.895
O -0.884 3.949 0.641 -0.525
S 0.035 4.347 -0.456 0.614
N -0.044 3.381 -1.678 -0.797
C 1.884 3.903 1.509 -0.176
O 1.583 3.790 0.130 -0.557
H 2.673 4.645 1.666 0.074
H 2.236 2.931 1.867 0.075
H 0.991 4.185 2.072 0.066
```

As for the total charge: -1. For the orbital gap (alpha / beta), the calculation gives 0.217 / 0.217 Ha. The value obtained for the lowest unoccupied orbital energy (alpha / beta) is 2.07 / 2.07 eV.

---

*ii*
C14H14BiI2N4O4STe | wB97M-V/def2-TZVPD

XYZ file:
```
41
Properties=species:S:1:pos:R:3:lowdin_charge:R:1
Bi 0.524 -0.446 -0.129 1.467
I -2.980 2.573 6.474 0.796
C -1.801 2.006 4.842 -0.755
C -0.705 2.772 4.480 -0.246
C 0.054 2.382 3.394 -0.630
I 1.688 3.538 2.806 0.875
C -0.220 1.220 2.636 -0.444
O 0.555 0.924 1.638 -0.433
C -1.359 0.469 3.030 -0.157
C -1.753 -0.776 2.278 -0.165
N -1.981 -0.504 0.856 -0.137
C -2.951 0.534 0.551 -0.144
C -2.388 1.767 -0.133 -0.249
C -3.199 2.893 -0.268 -0.026
C -2.693 4.015 -0.895 -0.070
C -1.390 3.988 -1.373 -0.062
C -0.658 2.829 -1.204 -0.128
N -1.148 1.743 -0.603 0.042
C -2.123 0.872 4.115 -0.134
H -0.445 3.666 5.029 0.074
H -0.948 -1.515 2.334 0.106
H -2.640 -1.210 2.759 0.119
H -2.192 -1.349 0.336 0.068
H -3.739 0.128 -0.092 0.126
H -3.439 0.871 1.471 0.122
H -4.208 2.879 0.126 0.113
H -3.304 4.902 -1.006 0.103
H -0.946 4.846 -1.859 0.101
H 0.371 2.755 -1.541 0.070
H -2.986 0.279 4.393 0.094
O -3.105 -2.095 -3.241 -0.230
N -2.720 -1.981 -2.063 -0.295
Te 3.047 1.000 -0.557 0.069
O 0.845 -1.361 -2.715 -0.761
S -0.516 -1.727 -3.259 0.844
N -1.443 -1.816 -1.870 -0.439
C 2.099 -1.803 2.207 -0.273
O 1.121 -1.954 1.210 -0.581
H 2.301 -2.780 2.660 0.067
H 1.772 -1.119 3.000 0.065
H 3.040 -1.411 1.804 0.037
```

As for the total charge: -1. For the orbital gap (alpha / beta), the calculation gives 0.250 / 0.226 Ha. The value obtained for the lowest unoccupied orbital energy (alpha / beta) is 1.82 / 1.37 eV.

---

Quick one: most stable of them? *ii*

---

*i*
C6H15N4 | wB97M-V/def2-TZVPD

XYZ file:
```
25
Properties=species:S:1:pos:R:3:lowdin_charge:R:1
C -0.630 -0.145 -0.124 -0.091
C 0.144 -0.489 0.818 0.244
C -2.663 1.239 0.134 -0.050
C -2.815 -1.092 -0.864 -0.053
C 2.152 1.670 0.498 -0.007
C -2.152 -0.192 0.161 -0.399
N 2.154 0.273 -1.325 0.136
N 3.061 -1.741 0.380 0.088
N 2.666 -0.560 0.812 0.003
N 2.296 0.342 -0.071 -0.396
H -0.329 0.207 -1.104 0.137
H 0.320 -0.850 1.800 0.097
H -3.719 1.233 0.397 0.096
H -2.140 1.857 0.859 0.088
H -2.556 1.680 -0.855 0.093
H -2.730 -0.683 -1.867 0.092
H -2.388 -2.091 -0.849 0.089
H -3.871 -1.175 -0.613 0.096
H 1.810 1.599 1.527 0.095
H 1.461 2.241 -0.119 0.100
H 3.124 2.167 0.480 0.109
H -2.296 -0.609 1.161 0.140
H 2.310 -0.646 -1.735 0.063
H 3.318 -1.908 -0.588 0.108
H 3.473 -2.328 1.087 0.121
```

As for the total charge: +1. For the orbital gap (alpha / beta), the calculation gives 0.245 / 0.255 Ha. The value obtained for the lowest unoccupied orbital energy (alpha / beta) is -5.60 / -5.43 eV.

---

*ii*
C6H15N4 | wB97M-V/def2-TZVPD

XYZ file:
```
25
Properties=species:S:1:pos:R:3:lowdin_charge:R:1
H -1.688 -2.149 -2.923 0.087
N -1.850 -1.872 -1.979 0.182
N -0.907 -1.462 -1.358 -0.083
C -1.556 -0.640 0.099 0.048
C -1.156 0.693 0.118 -0.140
C -0.424 1.280 1.045 -0.274
C -0.173 2.773 1.076 -0.033
C 0.122 0.701 2.373 -0.010
N 0.358 -1.616 -1.726 -0.233
C 1.447 -1.089 -0.976 -0.015
N 0.608 -2.454 -2.748 0.059
H -1.228 -1.193 0.962 0.117
H -2.576 -0.789 -0.145 0.105
H -1.437 1.379 -0.582 0.101
H 0.710 3.028 1.718 0.106
H -1.106 3.104 1.403 0.079
H -0.033 3.223 0.069 0.100
H 0.210 1.428 3.153 0.083
H 1.095 0.346 2.232 0.073
H -0.643 0.026 2.647 0.068
H 1.807 -1.692 -0.123 0.109
H 2.302 -1.217 -1.586 0.079
H 1.446 -0.070 -0.623 0.086
H 1.214 -2.023 -3.491 0.147
H 0.659 -3.507 -2.596 0.160
```

As for the total charge: +1. For the orbital gap, the calculation gives 0.368 Ha. Its structure (SMILES) is [H]/N=[N+](/CC=C(C)C)N(C)N. The value obtained for the lowest unoccupied orbital energy is -3.47 eV.

---

*iii*
C6H15N4 | wB97M-V/def2-TZVPD

XYZ file:
```
25
Properties=species:S:1:pos:R:3:lowdin_charge:R:1
H -1.633 -2.039 0.770 0.081
N -1.798 -1.105 1.027 0.237
N -1.348 -0.098 0.519 -0.127
C -2.159 1.104 0.909 0.056
N -0.268 -0.025 -0.378 0.005
C 0.226 1.239 -0.851 -0.271
C 0.837 2.186 0.144 -0.156
C 1.699 1.602 -0.900 -0.080
C 0.471 -1.297 -0.632 -0.318
C 1.143 -1.689 0.721 -0.016
N -0.436 -2.395 -0.964 0.065
H -1.373 1.939 1.100 0.115
H -2.825 0.906 1.723 0.095
H -2.855 1.534 0.223 0.097
H -0.364 1.853 -1.675 0.190
H 1.168 1.817 1.162 0.130
H 0.586 3.273 0.298 0.133
H 1.888 2.393 -1.709 0.153
H 2.338 0.821 -0.727 0.075
H 1.200 -0.896 -1.267 0.120
H 2.116 -2.005 0.467 0.074
H 0.790 -2.535 1.230 0.060
H 1.154 -0.804 1.377 0.093
H -0.086 -3.304 -0.620 0.111
H -0.470 -2.473 -1.949 0.078
```

As for the total charge: +1. For the orbital gap, the calculation gives 0.347 Ha. Its structure (SMILES) is [H]/N=[N+](/C)N(C1CC1)[C@@H](C)N. The value obtained for the lowest unoccupied orbital energy is -4.26 eV.

---

*iv*
C6H15N4 | wB97M-V/def2-TZVPD

XYZ file:
```
25
Properties=species:S:1:pos:R:3:lowdin_charge:R:1
C 1.761 1.942 0.437 -0.197
C 1.074 1.402 1.674 -0.208
C 0.833 1.614 -0.744 -0.182
C 0.634 -0.056 1.643 -0.122
C 0.356 0.155 -0.779 -0.166
C -0.339 -0.321 0.462 -0.366
N -1.805 -1.282 -1.750 0.021
N -1.708 -1.820 -2.800 -0.041
N -1.788 -2.115 1.045 0.182
N -0.834 -1.640 0.296 0.066
H 2.301 2.986 0.312 0.167
H 2.613 1.324 0.348 0.086
H 1.680 1.681 2.516 0.116
H 0.111 1.973 1.757 0.129
H 0.048 2.296 -0.780 0.093
H 1.522 1.677 -1.630 0.134
H 1.527 -0.519 1.508 0.082
H 0.180 -0.332 2.678 0.160
H -0.441 0.095 -1.615 0.100
H 1.205 -0.510 -0.963 0.134
H -1.171 0.320 0.816 0.160
H -0.744 -2.417 -3.059 0.204
H -2.467 -1.850 -3.565 0.164
H -2.540 -1.532 1.378 0.144
H -2.010 -3.070 0.815 0.140
```

As for the total charge: +1. For the orbital gap (alpha / beta), the calculation gives 0.277 / 0.277 Ha. The value obtained for the lowest unoccupied orbital energy (alpha / beta) is -5.22 / -5.22 eV.

---

Quick one: most stable of them? *iii*